1.
{
  "formula": "C4H5IO2",
  "method": "ωB97M-V/def2-TZVPD",
  "symbols": ["I", "O", "O", "C", "C", "C", "C", "H", "H", "H", "H", "H"],
  "xyz": [[-1.9709, -1.2667, 1.3386], [0.8781, 0.8968, -1.1891], [-2.3916, 2.2024, -0.4937], [1.0051, 0.5272, -0.0582], [1.6252, -0.7502, 0.3697], [-2.1262, 1.0650, -0.5339], [-1.7125, -0.1784, -0.4306], [-0.9031, -0.3962, -1.1475], [2.4233, -0.9680, -0.3230], [0.8101, -1.4147, 0.2560], [1.8468, -0.7593, 1.3590], [0.5159, 1.0421, 0.8527]],
  "forces_ev_per_angstrom": [[-0.17, 0.26, -0.49], [0.41, 0.43, -0.27], [-0.06, -1.40, -0.51], [-0.67, 0.55, 1.90], [-0.07, 0.88, -3.04], [0.05, 1.23, 1.18], [0.26, 0.05, -0.69], [-0.89, -0.43, 0.49], [0.33, -0.51, 0.07], [-0.73, -1.26, -0.32], [1.11, 0.07, 2.89], [0.41, 0.12, -1.21]],
  "smiles": "O=C=CI.CC=O",
  "gap_ev": 8.46,
  "homo_ev": -8.935,
  "de_lowest_kj_mol": 168.9
}

2.
{
  "formula": "C3BrF4N",
  "method": "ωB97M-V/def2-TZVPD",
  "symbols": ["Br", "F", "F", "F", "F", "N", "C", "C", "C"],
  "xyz": [[-2.2417, 0.7679, -0.6653], [1.1211, -1.5054, 0.3062], [-0.9646, -1.8130, 0.0330], [-0.3135, -0.3856, 1.5802], [0.5748, 0.0579, -1.8385], [1.2394, 2.1387, 0.6659], [0.6160, 1.3434, 0.1127], [-0.0365, -0.9042, 0.3792], [0.0051, 0.3004, -0.5733]],
  "forces_ev_per_angstrom": [[2.82, -0.24, -0.25], [1.05, -0.33, 0.77], [0.34, 0.42, 0.45], [0.29, -0.99, 0.03], [-1.48, 0.36, 2.61], [-0.45, -0.34, -0.26], [1.58, 2.57, 0.52], [-1.43, -0.23, -1.29], [-2.71, -1.23, -2.58]],
  "smiles": "N#C[C@](F)(Br)C(F)(F)F",
  "gap_ev": 9.20,
  "homo_ev": -11.391,
  "de_lowest_kj_mol": 60.4
}

3.
{
  "formula": "C36H49BrN8OS2SiTi",
  "method": "ωB97M-V/def2-TZVPD",
  "symbols": ["Br", "Ti", "S", "S", "Si", "O", "N", "N", "N", "N", "N", "N", "N", "N", "C", "C", "C", "C", "C", "C", "C", "C", "C", "C", "C", "C", "C", "C", "C", "C", "C", "C", "C", "C", "C", "C", "C", "C", "C", "C", "C", "C", "C", "C", "C", "C", "C", "C", "C", "C", "H", "H", "H", "H", "H", "H", "H", "H", "H", "H", "H", "H", "H", "H", "H", "H", "H", "H", "H", "H", "H", "H", "H", "H", "H", "H", "H", "H", "H", "H", "H", "H", "H", "H", "H", "H", "H", "H", "H", "H", "H", "H", "H", "H", "H", "H", "H", "H", "H"],
  "xyz": [[-1.2441, -1.5628, -1.7728], [0.2126, 0.3213, 0.1530], [-0.1098, -1.4434, 4.4567], [-0.5118, -1.6372, 1.4281], [-2.0276, -3.2104, -3.2301], [-0.6715, 1.3754, 1.3334], [2.4445, -1.9978, -0.7243], [1.4508, -0.0176, -1.3924], [1.7474, 0.1457, 1.4080], [-0.6204, 1.5541, -1.2826], [1.2927, -0.1227, 2.6833], [4.1639, 0.2243, -4.3259], [2.2039, 0.9794, -3.4067], [3.3118, -0.9357, -2.5487], [-2.9753, -1.2730, -5.1140], [-4.7850, -1.6680, 4.7972], [-0.2472, 2.4912, -3.4666], [-3.4996, -2.3142, -4.1139], [1.3211, 2.5049, 1.8667], [1.3319, 0.8746, -2.4160], [-4.3933, -1.5581, -3.1170], [1.9607, 3.5533, 2.5219], [-2.7209, -0.4844, 4.3823], [-1.4783, 3.0985, -3.4332], [-1.3339, -0.1124, 4.8140], [-3.2380, -0.0425, 3.1695], [-0.5147, -3.5732, -4.3764], [-3.5074, -1.3038, 5.1895], [-0.7932, 3.2660, 2.7909], [1.9843, 1.4573, 1.0709], [-4.5213, -0.3997, 2.7795], [-5.2985, -1.2119, 3.5908], [1.2466, 4.4279, 3.3242], [-3.8240, -4.3300, -1.3187], [-1.4539, -4.9546, -1.0229], [-2.7721, -5.9405, -2.9122], [0.2142, -2.2832, -4.7858], [-1.8192, 2.1512, -1.2664], [0.5154, -4.4539, -3.6538], [3.1951, 0.0915, -3.3987], [0.1465, 1.6869, -2.3950], [-0.0785, 2.3647, 2.0010], [-2.5338, -4.6708, -2.0801], [-0.9831, -4.3032, -5.6450], [0.3364, -0.9631, 2.8008], [2.4212, -0.9555, -1.5696], [3.2276, 1.7686, 0.2753], [-2.2956, 2.9027, -2.3146], [-4.3635, -3.3386, -4.8650], [-0.1293, 4.2812, 3.4585], [-0.1149, -4.5538, -6.2615], [3.0332, 3.6694, 2.4240], [-2.3974, 2.0166, -0.3608], [-5.2157, -1.0874, -3.6649], [-3.7104, -3.4080, -0.7442], [-3.8379, -0.7702, -2.6094], [-3.8198, -0.7094, -5.5223], [1.3951, -4.5732, -4.2936], [0.8446, -3.9930, -2.7193], [-4.9159, -0.0413, 1.8360], [1.7608, 5.2205, 3.8526], [4.8158, -0.5304, -4.4417], [-4.0446, -5.1339, -0.6110], [-1.6481, -3.6822, -6.2475], [-1.5069, -5.2329, -5.4107], [-1.2811, 0.0258, 5.8931], [-5.1561, -2.8195, -5.4117], [-3.2807, 3.3435, -2.2631], [0.4355, 2.5855, -4.2994], [-2.3064, -0.5605, -4.6245], [-3.1026, -6.7482, -2.2533], [1.9088, -1.9267, 0.1343], [-4.8263, -2.2111, -2.3614], [-2.4505, -1.7309, -5.9533], [-4.6829, -4.2342, -1.9847], [-0.4160, -1.6106, -5.3659], [3.7056, 0.8404, -0.0343], [3.0156, 2.3804, -0.6060], [-1.8186, 3.7126, -4.2558], [-1.8622, -6.2759, -3.4136], [-5.3828, -2.3072, 5.4352], [-1.8063, -5.7552, -0.3659], [-3.5432, -5.7930, -3.6725], [-2.6232, 0.5661, 2.5191], [-4.8407, -4.0394, -4.1775], [1.0802, -2.5449, -5.4022], [-0.6924, 4.9649, 4.0813], [-6.3001, -1.4893, 3.2865], [3.2754, -2.5633, -0.7240], [-3.1055, -1.6630, 6.1304], [-3.7808, -3.9157, -5.5869], [-0.9656, 0.7829, 4.3178], [-1.8701, 3.1622, 2.8606], [4.0202, 0.8837, -5.0687], [-1.2621, -4.0788, -0.4004], [0.1272, -5.4503, -3.4415], [3.9402, 2.3225, 0.8946], [0.5821, -1.7408, -3.9133], [-0.5123, -5.2799, -1.4615]],
  "forces_ev_per_angstrom": [[-0.49, -0.58, -0.58], [-0.04, -2.36, 1.87], [0.03, 0.16, 0.09], [0.14, -0.25, -0.17], [0.07, 0.31, 0.19], [-1.02, 1.15, 1.03], [-0.05, 0.36, 0.00], [0.86, 0.47, -2.15], [-0.95, -0.20, -0.17], [0.64, 1.14, -1.33], [0.45, -0.07, 1.06], [-0.15, 0.03, -0.03], [-0.59, 0.43, -0.13], [-0.01, 0.28, -0.19], [0.03, -0.06, 0.06], [0.00, -0.03, 0.05], [0.52, -0.41, 0.08], [0.14, -0.06, 0.11], [-0.25, -0.14, 0.05], [1.34, -0.97, 0.04], [0.05, -0.06, 0.02], [0.01, -0.02, -0.07], [-0.09, 0.07, 0.06], [-0.37, 0.09, 0.23], [0.12, -0.40, -0.20], [0.00, 0.01, 0.00], [-0.09, 0.09, 0.12], [0.01, 0.04, -0.04], [-0.13, -0.22, -0.10], [-0.34, 0.14, -0.70], [-0.01, 0.00, -0.01], [-0.04, 0.00, -0.03], [0.00, 0.10, 0.04], [0.07, 0.04, -0.06], [0.01, 0.06, -0.04], [0.04, 0.10, -0.10], [-0.06, 0.01, 0.00], [-0.17, -0.01, 0.31], [-0.07, 0.06, 0.01], [0.35, -0.45, 0.17], [-1.15, 0.72, -0.05], [0.35, 0.74, 0.35], [0.05, 0.17, -0.05], [-0.09, 0.03, 0.08], [0.36, 0.03, -0.04], [0.10, -0.55, 0.32], [-0.13, 0.05, 0.26], [0.21, 0.04, -0.35], [0.11, -0.09, 0.05], [0.02, 0.00, -0.03], [0.02, -0.01, 0.00], [0.00, -0.01, 0.01], [0.06, 0.00, 0.03], [0.00, -0.02, -0.03], [-0.06, -0.02, 0.02], [-0.02, 0.02, 0.03], [-0.03, -0.02, 0.00], [0.00, 0.01, -0.03], [0.02, -0.04, 0.00], [0.01, -0.02, -0.01], [0.00, 0.00, -0.02], [0.03, 0.03, 0.02], [0.02, -0.03, 0.00], [0.04, -0.05, -0.03], [0.02, 0.00, -0.06], [0.00, 0.05, 0.00], [0.00, 0.02, -0.01], [0.01, 0.01, 0.06], [-0.07, 0.02, -0.04], [0.00, 0.02, -0.05], [-0.01, -0.01, 0.02], [-0.02, -0.04, 0.04], [-0.01, 0.09, -0.03], [-0.01, 0.05, 0.01], [0.01, -0.01, 0.05], [0.07, 0.01, 0.03], [0.05, 0.02, -0.02], [0.01, 0.03, 0.01], [0.03, -0.01, -0.02], [-0.04, -0.04, 0.02], [0.00, 0.01, 0.00], [-0.03, -0.01, -0.01], [0.02, -0.07, 0.02], [0.05, 0.05, 0.01], [-0.03, 0.02, -0.05], [0.00, -0.03, -0.02], [0.02, 0.02, -0.01], [0.01, 0.00, 0.00], [0.00, -0.04, -0.07], [-0.02, 0.00, 0.01], [-0.08, 0.00, -0.01], [-0.03, 0.08, 0.06], [0.01, -0.04, 0.05], [0.03, 0.01, -0.02], [0.03, -0.05, 0.02], [0.05, 0.03, 0.02], [0.09, -0.04, -0.07], [0.02, 0.00, -0.03], [-0.04, 0.02, 0.07]],
  "gap_ev": [4.49, 5.09],
  "homo_ev": [-5.753, -6.111]
}

4.
{
  "formula": "C6H17NO2",
  "method": "ωB97M-V/def2-TZVPD",
  "symbols": ["O", "O", "N", "C", "C", "C", "C", "C", "C", "H", "H", "H", "H", "H", "H", "H", "H", "H", "H", "H", "H", "H", "H", "H", "H", "H"],
  "xyz": [[-2.2507, 0.9366, -2.4277], [-2.8700, -0.6761, 2.2289], [-0.6573, -0.1406, -0.9517], [0.5583, 2.0063, -1.2537], [0.1831, 0.8514, -0.3009], [1.4709, 0.1538, 0.1766], [1.1947, -1.0617, 1.0382], [-2.0119, 0.1260, -1.2952], [2.4136, -1.6792, 1.7008], [1.2673, 1.6098, -1.9820], [0.6343, -1.8595, 0.5259], [-0.1960, -0.8207, -1.5347], [0.3719, -0.8936, 1.7503], [2.0107, 0.8658, 0.7900], [-3.5909, -0.0496, 2.0975], [-0.3269, 1.2357, 0.5831], [0.9903, 2.8700, -0.7476], [-1.8769, 0.5403, -3.2246], [-2.4401, 0.6736, -0.4776], [-0.3110, 2.2567, -1.8623], [-2.5660, -0.8214, -1.2956], [3.0067, -2.1842, 0.9610], [2.1107, -0.0388, -0.6847], [-2.2923, -0.4722, 1.4862], [3.0630, -1.0278, 2.2317], [2.1147, -2.4010, 2.4681]],
  "forces_ev_per_angstrom": [[-0.19, 0.12, -0.45], [-0.11, 0.28, -0.22], [-0.46, -0.27, 0.27], [-0.37, -0.54, -0.20], [0.95, -0.07, -0.85], [-0.80, 0.21, 0.40], [-0.98, -0.91, 0.28], [0.39, -0.38, 0.47], [-0.79, -0.74, 0.26], [0.30, 0.08, 0.05], [0.71, 0.09, -0.66], [0.19, 0.09, 0.04], [0.56, 0.85, 0.41], [0.25, 0.31, 0.11], [-0.09, -0.11, 0.21], [-0.30, 0.00, 0.01], [-0.08, -0.01, -0.04], [-0.05, -0.12, 0.24], [-0.29, 0.59, 0.43], [-0.03, 0.46, 0.35], [0.09, 0.00, -0.61], [0.39, -0.37, -0.33], [0.03, -0.34, -0.08], [0.27, -0.20, -0.03], [0.46, 1.13, 0.27], [-0.07, -0.18, -0.30]],
  "smiles": "CCC[C@@H](C)NCO.O",
  "gap_ev": 9.84,
  "homo_ev": -9.070,
  "de_lowest_kj_mol": 57.6
}